# 1
# C16H34P2Pd

A molecular structure, C16H34P2Pd at a distorted geometry (the ωB97M-V functional and the def2-TZVPD basis, the OMol25 dataset).

Positions of all 53 atoms, in Å:
P -1.113 -1.732 -0.536
P -0.306 2.134 -0.446
C -1.253 -0.375 -1.791
C -0.231 0.778 -1.705
H -2.290 -0.011 -1.728
H -1.074 -0.857 -2.768
H 0.807 0.390 -1.581
H -0.194 1.314 -2.672
C -1.907 2.814 -0.014
H -1.853 3.416 0.907
H -2.640 1.975 0.162
H -2.310 3.432 -0.825
C 0.615 3.299 -1.513
H 0.119 3.375 -2.489
H 1.616 2.932 -1.769
H 0.759 4.306 -1.108
C -2.554 -2.801 -0.102
H -2.208 -3.389 0.781
H -2.799 -3.499 -0.925
H -3.425 -2.159 0.172
C -0.377 -3.059 -1.680
H 0.590 -2.787 -2.139
H -1.110 -3.302 -2.477
H -0.220 -3.994 -1.108
Pd -3.378 0.142 0.792
C 2.631 1.481 0.059
C 1.434 1.541 0.771
C 0.842 0.115 1.116
C 1.671 -1.187 1.358
C 2.227 -1.990 0.081
C 2.714 -1.374 -1.006
C 3.810 -0.349 -0.961
C 3.688 0.538 0.289
C -2.554 -0.564 2.649
H 2.827 2.216 -0.690
H 1.413 2.246 1.623
H 0.386 -0.194 0.186
H 0.013 0.210 1.855
H 2.431 -1.037 2.115
H 0.943 -1.854 1.850
H 1.796 -3.006 -0.006
H 2.464 -1.749 -2.018
H 3.859 0.222 -1.903
H 4.771 -0.878 -0.871
H 3.455 -0.033 1.177
H 4.655 1.004 0.488
H -1.493 -0.716 2.878
H -2.664 -1.198 1.715
H -3.263 -0.978 3.353
C -2.769 0.953 2.609
H -1.802 1.425 2.619
H -3.399 1.216 3.442
H -3.349 1.598 1.787

Results
Spin multiplicity: 3
ΔE to the lowest compared entry with this formula, charge and spin, eV: 4.987
Highest occupied orbital energy (spin up / spin down), Ha: -0.1475 / -0.2703

# 2
# C16H34P2Pt

A molecular structure, C16H34P2Pt at a distorted geometry (the ωB97M-V functional and the def2-TZVPD basis, the OMol25 dataset).

Positions of all 53 atoms, in Å:
P 1.305 2.719 0.816
P -1.185 0.068 -3.281
C -0.876 2.957 -2.031
C -1.490 1.840 -2.913
H -1.474 3.863 -2.206
H -1.115 2.761 -0.954
H -2.528 1.759 -2.576
H -1.467 2.266 -3.921
C 0.076 0.049 -4.561
H 0.222 -1.010 -4.835
H 1.031 0.443 -4.164
H -0.207 0.634 -5.457
C -2.764 -0.289 -4.036
H -2.807 0.058 -5.078
H -3.543 0.231 -3.466
H -2.935 -1.363 -3.957
C 2.916 3.572 1.058
H 3.330 3.276 2.038
H 2.780 4.661 0.925
H 3.550 3.190 0.256
C 0.238 3.955 1.684
H -0.749 3.873 1.220
H 0.627 4.973 1.538
H 0.160 3.724 2.749
Pt 1.095 3.641 -2.193
C 0.290 4.417 -4.066
C 1.470 3.630 -4.183
C 2.755 4.333 -4.508
C 3.087 5.442 -3.471
C 2.541 5.193 -2.088
C 1.252 5.561 -1.578
C 0.297 6.391 -2.407
C 0.151 5.895 -3.866
C 1.436 1.433 2.123
H -0.594 3.972 -4.573
H 1.314 2.619 -4.568
H 2.704 4.739 -5.528
H 3.553 3.578 -4.540
H 4.182 5.454 -3.428
H 2.811 6.437 -3.835
H 3.305 5.231 -1.313
H 1.136 5.621 -0.481
H 0.589 7.441 -2.360
H -0.684 6.352 -1.903
H -0.866 6.172 -4.186
H 0.808 6.480 -4.515
H 0.485 0.863 2.064
H 1.540 1.901 3.126
H 2.303 0.744 1.977
C -0.631 -1.102 -2.053
H -1.389 -1.306 -1.285
H 0.311 -0.739 -1.615
H -0.396 -2.063 -2.537

Results
Spin multiplicity: 3
Highest occupied orbital energy (spin up / spin down), Ha: -0.1264 / -0.2345

# 3
# C16H35BrO15P2S

5 unconnected molecules or ions with the total composition C16H35BrO15P2S at a distorted geometry (the ωB97M-V functional and the def2-TZVPD basis, the OMol25 dataset).

Positions of all 70 atoms, in Å:
O -4.978 1.671 -5.234
P -3.568 1.184 -5.015
O -2.700 2.406 -4.303
O -2.867 0.920 -6.492
P -3.730 -0.627 -3.798
S -2.386 -0.214 -2.177
Br -2.810 -2.394 -4.835
H -3.112 2.553 -3.452
H -2.838 1.796 -6.881
H -3.259 -0.191 -1.117
C 2.837 -0.275 3.049
C 2.070 1.029 2.957
O 2.088 1.563 1.624
C 1.296 0.948 0.750
O 0.581 0.009 0.982
O 1.444 1.536 -0.437
C 0.717 0.894 -1.487
H 3.855 -0.146 2.676
H 2.880 -0.621 4.082
H 2.370 -1.053 2.447
H 2.548 1.779 3.585
H 1.042 0.920 3.306
H -0.336 0.799 -1.236
H 1.149 -0.085 -1.694
H 0.809 1.512 -2.377
C 4.594 1.993 -0.278
C 5.924 1.723 0.395
O 6.461 0.445 0.025
C 6.985 0.378 -1.196
O 7.061 1.278 -1.986
O 7.409 -0.869 -1.393
C 7.917 -1.103 -2.706
H 3.895 1.187 -0.075
H 4.164 2.929 0.077
H 4.704 2.057 -1.360
H 5.785 1.687 1.475
H 6.650 2.511 0.187
H 8.702 -0.392 -2.958
H 7.109 -1.049 -3.435
H 8.334 -2.107 -2.715
C -5.213 -7.172 -0.714
C -4.931 -6.165 -1.811
O -4.354 -4.960 -1.293
C -3.073 -5.047 -0.942
O -2.378 -6.020 -1.034
O -2.696 -3.864 -0.458
C -1.360 -3.851 0.050
H -5.836 -6.725 0.062
H -5.723 -8.046 -1.120
H -4.292 -7.506 -0.237
H -5.867 -5.868 -2.283
H -4.292 -6.584 -2.589
H -0.650 -4.200 -0.699
H -1.297 -4.465 0.948
H -1.115 -2.823 0.308
C -2.093 5.595 4.956
C -3.298 4.685 4.824
O -3.436 4.174 3.492
C -2.580 3.211 3.161
O -1.738 2.735 3.871
O -2.817 2.867 1.896
C -1.902 1.897 1.391
H -2.138 6.396 4.217
H -2.055 6.034 5.953
H -1.165 5.050 4.787
H -4.207 5.253 5.020
H -3.265 3.864 5.541
H -1.871 1.013 2.025
H -0.908 2.334 1.300
H -2.246 1.605 0.401

Results
Highest occupied orbital energy, Ha: -0.3598

# 4
# C16H36AsN2ORuS3Si2

A molecular structure, C16H36AsN2ORuS3Si2 (the ωB97M-V functional and the def2-TZVPD basis, the OMol25 dataset).

Positions of all 62 atoms, in Å:
Ru -0.336 -0.772 0.708
N 0.453 -2.367 2.352
C 0.530 -3.745 1.853
C 1.261 -3.737 0.529
N 0.549 -2.829 -0.380
H 1.364 -2.030 2.647
H -0.167 -2.291 3.151
H -0.492 -4.103 1.709
H 1.022 -4.423 2.554
H 1.345 -4.753 0.136
H 2.274 -3.353 0.669
H -0.367 -3.196 -0.625
H 1.050 -2.696 -1.250
S -2.278 -0.709 1.962
C -1.781 0.071 3.466
C -2.609 0.049 4.590
C -2.205 0.662 5.763
C -0.969 1.302 5.828
C -0.144 1.326 4.718
C -0.549 0.705 3.538
S 0.488 0.792 2.104
H -3.569 -0.449 4.532
H -2.852 0.643 6.629
H -0.651 1.779 6.745
H 0.818 1.824 4.758
C -4.416 -1.183 -1.076
S -2.781 -0.683 -1.550
C -2.788 -1.239 -3.235
O -1.857 -1.658 -0.825
H -4.519 -2.254 -1.249
H -5.141 -0.613 -1.658
H -4.519 -0.952 -0.017
H -3.517 -0.652 -3.793
H -3.034 -2.300 -3.261
H -1.790 -1.063 -3.633
C 2.381 -0.104 -3.877
Si 2.804 0.184 -2.091
C 3.837 1.701 -1.863
C 3.617 -1.303 -1.330
As 0.719 0.494 -1.023
Si 0.052 2.774 -1.210
C 0.055 3.137 -3.032
C 1.257 3.819 -0.276
C -1.650 2.899 -0.480
H 3.288 -0.123 -4.489
H 1.733 0.684 -4.267
H 1.870 -1.061 -4.003
H 4.800 1.554 -2.362
H 4.029 1.899 -0.807
H 3.364 2.583 -2.298
H 4.687 -1.288 -1.556
H 3.211 -2.234 -1.732
H 3.509 -1.313 -0.244
H 1.061 3.081 -3.454
H -0.332 4.141 -3.225
H -0.577 2.424 -3.567
H 2.284 3.705 -0.624
H 1.221 3.575 0.787
H 0.968 4.867 -0.400
H -2.419 2.740 -1.238
H -1.792 3.894 -0.051
H -1.798 2.171 0.321

Results
Total charge: +1
Spin multiplicity: 5
ΔE to the lowest compared entry with this formula, charge and spin, eV: 0.476
Highest occupied orbital energy (spin up / spin down), Ha: -0.3612 / -0.3831

# 5
# C16H36BClN4O3PS2

2 unconnected molecules or ions with the total composition C16H36BClN4O3PS2 at a distorted geometry (the ωB97M-V functional and the def2-TZVPD basis, the OMol25 dataset).

Positions of all 64 atoms, in Å:
O 1.441 -0.282 3.809
C 1.455 0.367 2.731
Cl 0.735 -0.356 1.206
C 2.118 1.821 2.679
B 1.682 2.709 1.330
C 2.475 4.157 1.427
C 1.793 4.997 2.612
C 1.200 6.432 2.221
S 0.475 6.597 0.529
C -1.054 5.608 0.339
S -2.004 5.967 -1.022
N -1.422 4.569 1.306
C -2.350 5.079 2.363
C -2.933 3.922 3.301
O -3.423 2.756 2.566
C -2.329 2.239 1.752
C -2.022 3.372 0.641
H 1.795 2.342 3.658
H 3.267 1.778 2.649
H 0.489 2.817 1.409
H 1.955 2.061 0.370
H 3.552 3.893 1.766
H 2.585 4.702 0.435
H 1.009 4.356 3.159
H 2.618 5.188 3.402
H 0.347 6.653 2.970
H 1.980 7.257 2.417
H -3.141 5.760 1.889
H -1.723 5.766 3.049
H -3.756 4.343 3.971
H -2.040 3.535 3.926
H -1.403 1.998 2.384
H -2.623 1.304 1.170
H -1.297 2.912 -0.105
H -3.046 3.628 0.184
O -2.258 -4.660 -2.186
P -0.773 -5.014 -1.973
N -0.395 -3.500 -1.298
C 0.211 -2.317 -1.866
C -0.934 -3.227 0.034
N -0.472 -5.142 -3.668
C 0.300 -4.215 -4.467
C -1.593 -5.621 -4.485
N 0.898 -5.509 -1.699
C 1.986 -4.784 -1.074
C 1.374 -6.711 -2.381
H 0.959 -1.913 -1.182
H -0.532 -1.535 -2.058
H 0.757 -2.485 -2.788
H -0.408 -3.828 0.786
H -1.996 -3.474 0.085
H -0.829 -2.184 0.323
H -0.218 -3.260 -4.598
H 0.489 -4.623 -5.468
H 1.296 -4.052 -4.046
H -2.300 -4.812 -4.704
H -2.133 -6.423 -3.976
H -1.245 -6.036 -5.435
H 2.443 -4.075 -1.770
H 2.779 -5.463 -0.739
H 1.679 -4.260 -0.169
H 1.889 -6.453 -3.313
H 0.549 -7.384 -2.619
H 2.070 -7.284 -1.759

Results
Total charge: -1
ΔE to the lowest compared entry with this formula, charge and spin, eV: 3.909
Highest occupied orbital energy, Ha: -0.2004

# 6
# C16H36BrO4S

2 unconnected molecules or ions with the total composition C16H36BrO4S (the ωB97M-V functional and the def2-TZVPD basis, the OMol25 dataset).

Positions of all 58 atoms, in Å:
C -7.196 -1.192 3.597
C -6.933 -1.459 2.110
C -5.908 -0.482 1.554
C -5.403 -0.800 0.147
C -4.778 -2.196 0.027
C -3.535 -2.229 -0.873
C -2.716 -3.519 -0.703
S -1.237 -3.541 0.326
O -1.702 -4.081 1.744
C -0.707 -1.846 0.683
Br -1.930 -0.977 1.909
C 0.696 -1.905 1.267
C 1.292 -0.500 1.445
H -8.115 -1.669 3.928
H -7.286 -0.121 3.767
H -6.386 -1.588 4.207
H -6.606 -2.494 2.000
H -7.878 -1.371 1.574
H -5.067 -0.432 2.252
H -6.366 0.507 1.557
H -6.254 -0.725 -0.529
H -4.671 -0.047 -0.142
H -4.559 -2.618 1.010
H -5.505 -2.868 -0.429
H -3.872 -2.230 -1.909
H -2.941 -1.328 -0.763
H -2.409 -3.936 -1.659
H -3.344 -4.281 -0.235
H -2.417 -3.524 2.107
H -0.737 -1.311 -0.264
H 0.647 -2.412 2.230
H 1.322 -2.523 0.623
H 1.216 -0.209 2.489
H 2.347 -0.497 1.193
H 0.771 0.240 0.843
C 3.702 2.327 1.033
O 3.654 2.230 -0.372
C 3.340 3.426 -1.065
C 4.346 3.785 -2.139
O 5.643 4.120 -1.691
C 6.500 3.116 -1.178
C 7.049 2.127 -2.184
O 6.060 1.286 -2.752
C 6.014 1.265 -4.163
H 2.732 2.065 1.471
H 4.450 1.619 1.395
H 3.989 3.325 1.373
H 3.235 4.263 -0.368
H 2.372 3.292 -1.564
H 3.973 4.704 -2.600
H 4.371 3.026 -2.924
H 6.052 2.600 -0.326
H 7.363 3.668 -0.796
H 7.770 1.496 -1.648
H 7.599 2.665 -2.962
H 6.328 2.219 -4.595
H 4.983 1.076 -4.464
H 6.645 0.466 -4.564

Results
Total charge: +1
Highest occupied orbital energy, Ha: -0.3935

- Number 3 is which compound?
  C16H35BrO15P2S